1.
DFT (ωB97M-V/def2-TZVPD) results for an isolated molecule of C19H28N2O3S.

```
53
Properties=species:S:1:pos:R:3:forces:R:3:nbo_charge:R:1
O -0.02660 -1.75306 0.51260 0.099 0.006 0.471 -0.645
C 0.02253 -1.95100 -0.68356 0.243 -0.273 -0.601 0.698
N -1.08195 -2.19027 -1.42650 -0.296 -0.048 -0.263 -0.622
H -0.98371 -2.39349 -2.40864 0.173 0.047 0.058 0.388
C -2.41991 -2.25848 -0.88254 0.035 -0.013 0.277 -0.057
H -2.32368 -1.93152 0.15498 -0.038 -0.049 -0.155 0.241
C -3.39225 -1.37575 -1.69319 -0.130 -0.018 0.020 -0.415
H -2.84416 -0.88072 -2.49595 0.015 0.069 0.013 0.207
H -3.83632 -0.60012 -1.07395 0.024 0.116 -0.007 0.215
C -4.45722 -2.31918 -2.26616 0.015 -0.001 -0.115 -0.404
H -5.32285 -2.35197 -1.60344 -0.076 -0.012 -0.004 0.198
H -4.79700 -2.00629 -3.25220 -0.104 0.030 0.003 0.212
C -3.78144 -3.68771 -2.28422 -0.148 0.000 0.165 -0.403
H -4.49686 -4.50647 -2.33843 0.025 -0.072 -0.102 0.215
H -3.10716 -3.76546 -3.13913 0.044 -0.038 -0.095 0.188
C -2.98875 -3.68549 -0.98084 0.038 0.013 -0.056 -0.412
H -2.19647 -4.43217 -0.95772 0.017 -0.016 0.115 0.217
H -3.65916 -3.87030 -0.14151 -0.067 -0.037 0.055 0.206
C 1.29963 -1.94946 -1.52224 0.196 -0.013 0.026 -0.299
C 1.42151 -0.61446 -2.27123 -0.141 0.059 0.108 -0.386
C 1.73638 0.52535 -1.30854 0.298 -0.063 -0.239 -0.415
C 3.05120 0.25076 -0.58332 -0.042 0.145 0.355 -0.223
C 2.91123 -1.03849 0.22237 0.166 0.024 -0.226 -0.409
C 2.55433 -2.21232 -0.68467 -0.230 -0.006 0.189 -0.391
H 2.39649 -3.10481 -0.07609 0.064 -0.059 -0.044 0.217
H 3.38616 -2.41028 -1.36676 -0.001 -0.052 -0.022 0.198
H 2.12340 -0.90753 0.96264 0.064 -0.008 0.042 0.239
H 3.84510 -1.25831 0.74460 0.060 -0.010 0.077 0.199
H 3.84456 0.12660 -1.33126 0.015 0.014 -0.034 0.194
C 3.45886 1.43025 0.30894 0.062 -0.215 -0.878 -0.222
N 2.56477 1.59274 1.43811 -0.673 0.726 0.197 -0.887
S 1.39717 2.78577 1.38685 0.186 -0.078 0.432 2.312
O 1.43801 3.46449 2.65351 -0.001 -0.316 0.045 -0.940
O 1.54020 3.56045 0.18550 -0.134 -0.391 -0.089 -0.944
C -0.13672 1.86987 1.32960 0.361 0.334 -0.027 -0.342
C -1.10280 2.21410 0.40553 0.065 0.133 -0.144 -0.202
C -2.32011 1.55357 0.42429 0.000 0.002 0.011 -0.206
C -2.55155 0.56232 1.36478 -0.035 0.030 0.018 -0.203
C -1.56936 0.21818 2.27973 0.067 0.115 0.054 -0.201
C -0.35425 0.88069 2.26726 -0.080 -0.071 0.108 -0.116
H 0.42439 0.64005 2.97194 0.062 -0.138 0.127 0.221
H -1.74887 -0.56414 3.00027 0.006 -0.081 0.058 0.221
H -3.50665 0.05736 1.38985 -0.073 -0.060 -0.016 0.213
H -3.08676 1.81880 -0.28874 -0.052 0.023 -0.058 0.216
H -0.88322 2.99104 -0.30974 -0.049 0.082 -0.121 0.242
H 3.00718 1.58564 2.34071 -0.021 0.104 0.219 0.417
H 4.47678 1.27595 0.67425 -0.091 0.062 0.106 0.203
H 3.43453 2.35178 -0.28246 0.233 -0.126 0.022 0.222
H 0.93699 0.61358 -0.57224 -0.074 0.019 -0.003 0.213
H 1.79774 1.46956 -1.85247 -0.059 0.059 0.003 0.218
H 0.49392 -0.40182 -2.80838 0.037 -0.017 -0.087 0.206
H 2.22477 -0.69767 -3.00833 -0.008 -0.002 -0.053 0.202
H 1.20596 -2.75725 -2.25958 -0.046 0.071 0.065 0.210
```
Positions in Å, forces in eV/Å.

Summary:
HOMO level (eV): -9.329
ΔE to the lowest compared entry with this formula, charge and spin (kcal per mole): 2.9
Spin multiplicity: 1
Charge: 0
Max |F| (eV Å⁻¹): 1.01
DFT total energy (eV): -40116.368
SMILES: O=C(NC1CCCC1)[C@H]1CC[C@@H](CNS(=O)(=O)c2ccccc2)CC1

***

2.
DFT (ωB97M-V/def2-TZVPD) results for a structure of composition C32H38IrN8S.

```
80
Properties=species:S:1:pos:R:3:forces:R:3:lowdin_charge:R:1
Ir 0.24962 0.57760 -0.07023 0.401 -0.419 -3.088 1.280
N -4.21183 -4.47996 -2.10000 -0.039 -0.338 -0.064 0.096
C -2.99784 -4.63915 -1.54859 -0.074 0.934 0.221 -0.846
S -2.17600 -6.04038 -1.47545 0.127 -0.285 -0.057 0.725
C -2.41156 -3.34942 -1.01114 -0.167 -0.676 -0.194 -0.218
C -2.69554 -2.12320 -1.58951 0.063 0.360 -0.002 0.004
C -2.07201 -0.98427 -1.10623 -0.151 -0.118 0.026 -0.101
N -1.21048 -1.02236 -0.08334 0.431 -0.181 0.062 -0.116
C -0.97330 -2.20668 0.50506 -0.194 -0.056 -0.017 -0.121
C -1.53958 -3.38658 0.06587 0.074 0.184 0.185 -0.016
H -4.67627 -5.30012 -2.45674 -0.020 0.027 -0.012 0.108
H -4.76244 -3.65092 -1.95971 0.027 0.024 0.027 0.106
H -3.34713 -2.02713 -2.44712 -0.006 -0.035 0.007 0.121
H -2.24167 -0.01267 -1.54866 0.035 -0.011 -0.026 0.109
H -0.29341 -2.18993 1.34586 0.041 -0.039 -0.023 0.109
H -1.29834 -4.32745 0.54034 -0.014 0.009 -0.008 0.101
N 1.06012 -0.69575 7.03403 -0.093 -0.011 0.196 0.170
C 0.54615 -0.69855 8.32023 0.387 -0.095 -0.064 -0.187
C 1.11744 -0.99278 9.55780 -0.064 0.022 -0.046 -0.018
C 0.28723 -0.88626 10.65200 -0.073 0.013 0.051 -0.081
C -1.06342 -0.50167 10.52733 0.102 -0.025 -0.028 -0.080
C -1.61310 -0.21404 9.29915 -0.016 0.005 0.004 -0.009
C -0.78520 -0.31596 8.17826 -0.377 0.123 -0.171 -0.219
N -1.08055 -0.08262 6.84063 0.106 -0.072 0.345 0.186
C 0.03416 -0.31855 6.21186 0.056 0.045 -0.504 -0.288
C 0.15644 -0.18376 4.75005 -0.070 -0.025 0.427 -0.115
C -0.94854 0.27021 4.03857 -0.117 0.019 -0.216 0.021
C -0.85909 0.41744 2.67352 0.112 -0.029 0.171 -0.120
N 0.26291 0.14041 1.98153 0.034 0.293 0.379 -0.188
C 1.32291 -0.31528 2.66382 -0.233 -0.013 0.020 -0.125
C 1.30570 -0.48607 4.03537 0.178 -0.080 -0.108 0.013
H 2.00343 -0.91343 6.76996 0.004 0.008 0.007 0.153
H 2.15261 -1.28829 9.66220 0.005 0.001 -0.014 0.110
H 0.68146 -1.10337 11.63574 -0.004 0.001 0.001 0.105
H -1.67385 -0.43247 11.41722 0.008 -0.003 0.008 0.104
H -2.64742 0.08287 9.19160 0.005 -0.001 -0.003 0.115
H -1.86415 0.50878 4.55986 0.015 -0.005 0.018 0.122
H -1.69246 0.77484 2.08623 0.008 0.046 0.014 0.105
H 2.19239 -0.56174 2.07371 0.041 -0.008 0.038 0.094
H 2.20049 -0.86372 4.51198 -0.015 0.016 0.021 0.114
C 1.73736 1.26637 -3.85190 0.040 -0.033 0.035 -0.039
C 0.95283 2.52294 -3.58311 0.025 0.163 -0.240 -0.220
C 0.92094 3.53706 -4.53131 -0.031 -0.057 0.077 -0.046
C 0.15525 4.67134 -4.31504 -0.003 0.033 -0.035 -0.065
C -0.57848 4.81037 -3.14545 0.020 -0.027 0.074 -0.042
C -0.56217 3.83349 -2.15700 -0.036 0.270 -0.146 -0.216
C -1.34651 4.02529 -0.89359 0.022 -0.010 0.130 -0.061
C 0.21834 2.69180 -2.39819 0.369 -1.164 -0.237 -0.314
N 0.28591 1.69796 -1.43645 -0.811 1.261 2.372 -0.220
H 2.67776 1.49943 -4.35276 -0.011 0.022 -0.028 0.085
H 1.17652 0.59645 -4.50842 -0.020 0.007 0.001 0.091
H 1.96085 0.71567 -2.93862 -0.033 0.084 0.019 0.035
H 1.49226 3.42680 -5.44536 -0.012 0.029 -0.005 0.115
H 0.12874 5.45445 -5.06152 0.001 0.003 0.008 0.108
H -1.16942 5.70305 -2.98234 0.002 0.007 -0.029 0.113
H -1.73072 5.04275 -0.83571 0.009 -0.005 -0.051 0.077
H -0.72935 3.83850 -0.01384 0.019 -0.022 -0.016 0.061
H -2.19779 3.34397 -0.82774 0.048 -0.051 -0.049 0.076
C 6.17654 -0.58588 -0.82349 0.074 -0.042 0.021 -0.059
C 5.02025 0.00200 -1.61698 -0.079 0.009 0.018 -0.202
N 3.76090 0.01205 -0.85874 -0.040 0.070 -0.187 -0.062
C 3.65106 1.09783 0.12308 0.093 -0.068 0.021 -0.209
C 3.53754 2.48363 -0.48838 -0.044 0.059 -0.065 -0.061
C 2.83986 -0.94645 -1.02005 0.283 0.067 0.113 -0.405
C 3.18028 -2.10070 -1.93013 -0.058 -0.028 0.018 0.014
N 1.66706 -0.95356 -0.43572 -0.310 -0.190 0.554 -0.029
H 7.07033 -0.64950 -1.44423 -0.019 0.021 -0.015 0.085
H 5.93918 -1.59039 -0.46905 0.006 -0.002 -0.019 0.076
H 6.42562 0.02572 0.04340 -0.025 0.001 0.002 0.073
H 4.87926 -0.53278 -2.55160 -0.021 -0.016 0.009 0.109
H 5.23045 1.03209 -1.90154 0.041 0.001 0.038 0.114
H 4.54138 1.04613 0.75529 -0.011 -0.018 0.029 0.119
H 2.79318 0.89557 0.75360 -0.066 0.066 -0.044 0.047
H 4.45020 2.78767 -1.00120 -0.002 -0.014 0.009 0.073
H 3.35474 3.20928 0.30497 0.003 -0.012 0.002 0.088
H 2.70445 2.53874 -1.18704 -0.003 -0.010 0.013 0.046
H 3.06364 -1.79833 -2.97273 -0.005 0.020 0.004 0.099
H 2.49833 -2.92752 -1.74397 -0.003 0.000 -0.019 0.090
H 4.19828 -2.45705 -1.79354 -0.009 0.000 0.035 0.083
H 1.17793 -1.80664 -0.67382 0.062 -0.030 0.001 0.047
```
Positions in Å, forces in eV/Å.

Summary:
HOMO level (spin up / spin down) (eV): -9.816 / -9.818
ΔE to the lowest compared entry with this formula, charge and spin (kcal per mole): 7.8
Spin multiplicity: 1
Charge: +1
Max |F| (eV Å⁻¹): 3.14
DFT total energy (eV): -59390.578

***

3.
DFT (ωB97M-V/def2-TZVPD) results for an isolated molecule of C9H9NO.

```
20
Properties=species:S:1:pos:R:3:forces:R:3:nbo_charge:R:1
C -2.50600 -0.89804 -0.13574 0.461 1.853 0.826 -0.297
C -3.03165 0.39736 -0.11056 2.036 1.460 1.283 -0.164
C -1.16805 -1.09431 0.11918 -0.150 -1.567 -1.449 -0.213
C -2.08966 1.43054 0.13908 -1.509 -0.996 -0.994 -0.317
C -0.24521 -0.09959 0.20872 -1.150 2.856 0.593 -0.044
C -0.69719 1.28618 0.30004 1.057 -1.154 0.803 0.394
C 1.99756 0.57660 -0.22288 -0.434 0.863 1.078 0.499
C 3.02134 1.23553 -0.65249 -0.316 -0.035 -0.073 -0.493
C 1.68392 -1.56098 0.40434 -0.738 -0.960 -2.181 -0.392
N 1.13330 -0.24362 0.21725 1.237 0.204 -1.588 -0.276
O 0.13245 2.18272 0.61172 -0.250 0.012 -0.780 -0.700
H -3.06278 -1.72496 -0.37247 -1.483 -1.837 -0.289 0.203
H -4.09200 0.66109 -0.04883 0.348 -0.314 -0.676 0.217
H -0.87889 -2.10952 -0.05678 0.469 -0.566 0.237 0.199
H -2.36520 2.43357 0.00753 -0.781 1.358 0.392 0.209
H 3.13241 1.25868 -1.71988 0.244 -0.117 -0.487 0.249
H 3.69588 1.86721 -0.08772 -0.303 -0.096 0.304 0.262
H 2.00722 -1.99974 -0.56927 -0.165 0.268 0.969 0.219
H 2.40709 -1.48240 1.11429 2.572 0.046 1.604 0.217
H 0.92545 -2.11630 0.85446 -1.146 -1.277 0.428 0.227
```
Positions in Å, forces in eV/Å.

Summary:
HOMO level (spin up / spin down) (eV): -6.941 / -6.942
ΔE to the lowest compared entry with this formula, charge and spin (kcal per mole): 113.9
Spin multiplicity: 1
Charge: 0
Max |F| (eV Å⁻¹): 3.13
DFT total energy (eV): -13012.248

***

4.
DFT (ωB97M-V/def2-TZVPD) results for an isolated molecule of C5H6O2.

```
13
Properties=species:S:1:pos:R:3:forces:R:3:nbo_charge:R:1
O -2.30098 -0.15495 0.03693 -0.061 0.156 0.115 -0.714
C -1.04812 -0.78275 0.08076 0.235 -0.233 -0.003 -0.044
C 0.06590 0.09914 -0.51840 -0.035 -0.030 0.034 -0.435
C 0.07310 1.50308 0.07530 -0.215 0.196 0.347 0.476
O -0.64554 1.85905 0.97977 0.352 -0.171 -0.416 -0.533
C 1.39235 -0.47559 -0.26914 0.489 -0.222 0.117 -0.007
C 2.46480 -0.93176 0.03406 -0.445 0.187 -0.134 -0.222
H -2.24492 0.58333 0.66208 -0.127 -0.070 -0.159 0.487
H -0.76074 -1.06897 1.10223 -0.064 0.087 -0.119 0.174
H -1.12432 -1.69830 -0.51233 0.057 0.090 0.101 0.191
H -0.09298 0.21068 -1.60096 0.030 0.010 0.134 0.254
H 0.80816 2.19939 -0.37406 -0.057 -0.070 0.064 0.126
H 3.41331 -1.34237 0.30374 -0.161 0.070 -0.083 0.245
```
Positions in Å, forces in eV/Å.

Summary:
HOMO level (eV): -10.062
ΔE to the lowest compared entry with this formula, charge and spin (kcal per mole): 55.0
Spin multiplicity: 1
Charge: 0
Max |F| (eV Å⁻¹): 0.57
DFT total energy (eV): -9374.712
SMILES: C#C[C@H](C=O)CO